93
Properties=species:S:1:pos:R:3 method="wB97M-V/def2-TZVPD" total_charge=-1 total_energy_ev=-104710.632 max_force_ev_per_a=2.86 homo_lumo_gap_ev=5.34
C -1.859 -2.517 -5.698
C -1.459 -2.864 -4.296
H -2.033 -3.425 -6.291
H -1.055 -1.952 -6.198
H -2.775 -1.919 -5.721
C -0.833 -4.017 -3.996
C -0.534 -5.068 -5.004
H -0.546 -4.263 -2.974
H 0.115 -4.699 -5.813
H -1.438 -5.484 -5.471
H -0.021 -5.894 -4.499
Sn 0.644 2.095 1.323
Cl -1.706 2.525 0.877
Cl 1.619 2.960 -0.712
H 0.548 7.744 4.322
H -1.651 7.991 3.710
C 0.694 6.738 3.919
C -1.403 7.501 2.760
N -0.395 6.472 2.989
H 0.700 5.999 4.731
C -0.352 5.339 2.273
O 0.542 4.482 2.462
H -2.296 7.028 2.332
H -1.147 5.221 1.514
H 1.659 6.678 3.400
H -1.046 8.275 2.061
H 2.301 -0.632 -3.626
H 2.105 -3.322 -3.434
C 3.201 -0.761 -3.007
C 3.028 -3.215 -2.845
N 3.039 -1.931 -2.152
H 3.346 0.119 -2.374
C 3.386 -1.864 -0.821
O 3.716 -0.848 -0.216
H 3.070 -4.022 -2.103
H 3.342 -2.860 -0.328
H 4.060 -0.896 -3.683
H 3.882 -3.304 -3.534
O -0.897 -0.638 -3.577
C -1.713 -1.778 -3.260
C -0.133 -2.471 -1.427
C -1.443 -2.242 -1.840
H 0.690 -2.186 -2.092
C 0.115 -3.107 -0.201
H -2.776 -1.492 -3.336
C -2.503 -2.494 -0.964
H 1.146 -3.314 0.103
C -0.949 -3.460 0.625
C -2.253 -3.111 0.262
H -3.513 -2.227 -1.285
H -0.751 -3.986 1.563
H -3.084 -3.332 0.934
Si -1.091 0.861 -4.157
Cl 0.563 -0.128 0.463
C 0.609 1.420 -4.710
C -1.750 1.913 -2.763
C -2.256 0.911 -5.598
H 1.074 0.665 -5.361
H 1.260 1.590 -3.842
H 0.526 2.361 -5.272
H -1.861 0.330 -6.439
H -2.376 1.956 -5.914
H -3.241 0.512 -5.328
H -2.643 1.465 -2.305
H -2.024 2.907 -3.143
H -1.005 2.048 -1.967
C -1.798 -0.581 2.925
P -0.146 0.105 3.214
C -0.234 1.217 4.637
C 0.909 1.435 5.434
C 0.949 2.542 6.277
C -0.145 3.411 6.361
C -1.290 3.176 5.590
C -1.340 2.082 4.733
C 0.942 -1.293 3.568
C 0.448 -2.417 4.253
C 1.225 -3.575 4.319
C 2.467 -3.637 3.681
C 2.969 -2.503 3.029
C 2.227 -1.331 2.993
H -2.386 0.143 2.345
H -2.281 -0.777 3.894
H -1.726 -1.515 2.349
H 1.748 0.738 5.379
H 1.842 2.738 6.877
H -0.108 4.282 7.020
H -2.151 3.846 5.654
H -2.224 1.895 4.121
H -0.537 -2.389 4.723
H 0.855 -4.444 4.870
H 3.053 -4.559 3.689
H 3.943 -2.521 2.540
H 2.624 -0.455 2.477